Here is a structure of composition C17H33NO2OsP2 at a distorted geometry from the Open Molecules 2025 dataset. Energies are from wB97M-V/def2-TZVPD.

For the HOMO-LUMO gap (spin up / spin down), the calculation gives 5.51 / 7.50 eV. Its spin multiplicity is 5. The value obtained for the molecular weight is 535.634 g/mol. The value obtained for the maximum force is 4.80 eV Å⁻¹. Its charge is 0. The expectation value of S² is 6.072.

Cartesian coordinates (Å):
Os (0.31, -0.07, 0.41)
P (2.49, -0.37, 0.03)
P (-2.27, 0.03, 0.46)
N (-0.04, 0.53, -1.35)
H (1.24, 1.19, 0.60)
C (2.93, -1.79, -0.95)
H (4.02, -1.93, -0.91)
H (2.62, -1.63, -1.98)
H (2.44, -2.69, -0.57)
C (3.46, -0.39, 1.56)
H (4.51, -0.60, 1.33)
H (3.08, -1.17, 2.23)
H (3.41, 0.59, 2.06)
C (3.08, 1.11, -0.86)
H (4.16, 1.22, -0.71)
H (2.59, 2.02, -0.48)
H (2.84, 1.03, -1.92)
C (-3.35, -1.19, -0.40)
H (-4.42, -0.91, -0.37)
H (-3.23, -2.18, 0.06)
H (-3.04, -1.26, -1.44)
C (-3.04, 0.09, 2.13)
H (-4.14, 0.13, 2.07)
H (-2.69, 0.99, 2.65)
H (-2.75, -0.79, 2.70)
C (-2.92, 1.58, -0.30)
H (-3.99, 1.74, -0.07)
H (-2.80, 1.53, -1.39)
H (-2.33, 2.43, 0.08)
C (-0.07, 1.35, -2.38)
C (-0.06, 1.78, -4.80)
C (-0.08, 0.89, -3.76)
C (-0.05, 2.78, -2.18)
C (-0.04, 3.65, -3.25)
C (-0.04, 3.17, -4.56)
H (-0.06, 1.40, -5.83)
H (-0.10, -0.21, -3.87)
H (-0.03, 3.12, -1.14)
H (-0.03, 4.73, -3.04)
H (-0.03, 3.86, -5.39)
C (-0.64, -3.35, 1.55)
O (-0.94, -2.55, 0.62)
C (0.47, -4.31, 1.32)
H (0.89, -4.62, 2.26)
H (1.22, -3.79, 0.70)
H (0.19, -5.17, 0.76)
C (-1.02, -2.99, 2.95)
H (-2.05, -3.22, 3.24)
H (-0.93, -1.89, 3.04)
H (-0.36, -3.48, 3.66)
C (0.32, 1.34, 2.96)
C (0.26, 1.64, 1.47)
O (-0.15, 2.76, 1.06)
H (0.44, 0.26, 3.20)
H (-0.53, 1.75, 3.52)
H (1.26, 1.85, 3.22)

Atomic partial charges in e from the Mulliken method, atoms 1 to 8: number 1, Os, carries 2.05; number 2, P, carries 0.88; number 3, P, carries 0.91; number 4, N, carries -0.82; number 5, H, carries -1.28; number 6, C, carries -0.91; number 7, H, carries 0.44; number 8, H, carries 0.30

Here is a structure of composition C30H31BrN5O2Tl from the Open Molecules 2025 dataset. Energies are from wB97M-V/def2-TZVPD.

For the HOMO-LUMO gap, the calculation gives 7.29 eV. The value obtained for the molecular weight is 777.898 g/mol. The value obtained for the maximum force is 0.57 eV Å⁻¹. Its charge is 0. Its energy relative to the best compared isomer or geometry (same formula, charge and spin) is 0.6203 eV.

Cartesian coordinates (Å):
Tl (1.83, 0.42, -1.69)
C (2.17, -2.77, 1.97)
C (2.99, -3.36, 0.80)
C (2.75, -2.80, -0.63)
N (1.52, -2.04, -0.72)
C (0.39, -2.62, -0.63)
C (0.21, -4.07, -0.81)
C (-0.53, -4.92, -0.09)
C (-1.38, -4.60, 1.02)
C (-1.90, -3.38, 1.28)
C (-1.74, -2.15, 0.54)
C (-0.80, -1.78, -0.35)
N (-0.75, -0.45, -0.88)
C (-1.29, -0.34, -2.25)
C (-2.80, -0.21, -2.06)
C (-2.92, 0.53, -0.72)
N (-1.55, 0.50, -0.19)
C (-1.25, 0.87, 1.12)
C (-2.26, 1.21, 1.97)
C (-2.19, 1.81, 3.27)
C (-1.18, 2.53, 3.80)
C (0.06, 2.84, 3.15)
C (0.64, 2.18, 2.14)
C (0.18, 0.91, 1.55)
N (0.89, -0.12, 1.31)
C (2.29, -0.17, 1.69)
C (2.58, -1.41, 2.54)
H (2.27, -3.49, 2.78)
H (1.11, -2.75, 1.72)
H (2.77, -4.43, 0.78)
H (4.05, -3.26, 1.03)
H (2.79, -3.63, -1.34)
H (3.57, -2.12, -0.91)
H (0.82, -4.48, -1.61)
H (-0.46, -5.97, -0.35)
H (-1.68, -5.42, 1.66)
H (-2.57, -3.31, 2.13)
H (-2.45, -1.39, 0.83)
H (-0.99, -1.21, -2.84)
H (-0.89, 0.57, -2.71)
H (-3.26, -1.19, -1.99)
H (-3.27, 0.34, -2.88)
H (-3.64, 0.02, -0.08)
H (-3.23, 1.57, -0.82)
H (-3.27, 1.03, 1.62)
H (-3.10, 1.74, 3.85)
H (-1.35, 2.99, 4.77)
H (0.58, 3.72, 3.51)
H (1.54, 2.58, 1.71)
H (2.64, 0.71, 2.23)
H (2.89, -0.23, 0.78)
H (2.07, -1.29, 3.49)
H (3.66, -1.42, 2.76)
Br (-2.05, 4.24, -0.07)
C (-1.41, 3.68, -1.76)
C (-2.34, 3.46, -2.77)
C (-1.92, 3.06, -4.03)
C (-0.56, 2.89, -4.28)
C (0.36, 3.10, -3.26)
C (-0.05, 3.50, -1.99)
C (1.02, 3.75, -0.93)
O (1.15, 4.86, -0.47)
O (1.73, 2.70, -0.64)
H (-3.39, 3.61, -2.56)
H (-2.65, 2.90, -4.81)
H (-0.22, 2.60, -5.27)
H (1.42, 2.99, -3.46)
N (4.17, 2.23, -0.26)
C (4.94, 1.37, -0.43)
H (3.24, 2.73, -0.25)

Atomic partial charges in e from the Mulliken method, atoms 1 to 8: number 1, Tl, carries 1.11; number 2, C, carries 0.06; number 3, C, carries -0.62; number 4, C, carries -1.01; number 5, N, carries 0.13; number 6, C, carries -1.06; number 7, C, carries -1.22; number 8, C, carries -0.34

Here is the molecule C4H6N2 at a distorted geometry from the Open Molecules 2025 dataset. Energies are from wB97M-V/def2-TZVPD.

For the HOMO-LUMO gap, the calculation gives 8.54 eV. The value obtained for the molecular weight is 82.106 g/mol. The value obtained for the maximum force is 2.61 eV Å⁻¹. Its charge is 0. Its structure (SMILES) is Nc1cc[nH]c1. Its energy relative to the best compared isomer or geometry (same formula, charge and spin) is 2.1276 eV.

Cartesian coordinates (Å):
N (0.46, 1.92, 0.41)
C (0.34, 0.63, -0.05)
C (-0.03, -0.20, 1.02)
N (-0.66, -1.29, 0.44)
C (-0.54, -1.20, -0.90)
C (0.15, -0.05, -1.27)
H (0.14, 1.69, 1.39)
H (1.16, 2.58, 0.07)
H (0.75, -0.40, 1.75)
H (-1.12, -2.01, 0.95)
H (-1.02, -1.92, -1.54)
H (0.38, 0.25, -2.28)

Atomic partial charges in e from the Mulliken method, atoms 1 to 8: number 1, N, carries -0.46; number 2, C, carries 0.51; number 3, C, carries -0.70; number 4, N, carries 0.00; number 5, C, carries -0.53; number 6, C, carries -0.48; number 7, H, carries 0.27; number 8, H, carries 0.22

Here is a cluster of 2 separate species, C5H12NS in total from the Open Molecules 2025 dataset. Energies are from wB97M-V/def2-TZVPD.

For the HOMO-LUMO gap, the calculation gives 6.75 eV. The value obtained for the molecular weight is 118.225 g/mol. The value obtained for the maximum force is 0.65 eV Å⁻¹. Its charge is -1. Its energy relative to the best compared isomer or geometry (same formula, charge and spin) is 0.3632 eV.

Cartesian coordinates (Å):
C (0.61, 2.64, 1.98)
C (-0.19, 1.67, 2.45)
N (-1.00, 0.86, 1.69)
H (0.72, 2.79, 0.92)
H (1.25, 3.18, 2.67)
H (-0.28, 1.48, 3.51)
H (-0.70, 0.71, 0.69)
H (-1.25, -0.01, 2.14)
C (0.90, -2.53, -0.45)
C (-0.46, -2.16, -1.05)
C (-0.38, -0.99, -2.02)
S (0.25, 0.55, -1.25)
H (1.64, -2.67, -1.25)
H (0.82, -3.49, 0.06)
H (1.24, -1.71, 0.17)
H (-0.89, -3.04, -1.55)
H (-1.12, -1.84, -0.23)
H (-1.37, -0.82, -2.47)
H (0.23, -1.29, -2.89)

Atomic partial charges in e from the Mulliken method, atoms 1 to 8: number 1, C, carries -0.79; number 2, C, carries 0.10; number 3, N, carries -0.42; number 4, H, carries 0.21; number 5, H, carries 0.23; number 6, H, carries 0.28; number 7, H, carries -0.05; number 8, H, carries 0.26

Here is the ion C4H8IN2 with charge +1 at a distorted geometry from the Open Molecules 2025 dataset. Energies are from wB97M-V/def2-TZVPD.

For the HOMO-LUMO gap, the calculation gives 9.66 eV. The value obtained for the molecular weight is 211.026 g/mol. The value obtained for the maximum force is 6.90 eV Å⁻¹. Its charge is +1. Its structure (SMILES) is C[C@H]1C[NH+]=C(I)N1. Its energy relative to the best compared isomer or geometry (same formula, charge and spin) is 1.7913 eV.

Cartesian coordinates (Å):
C (2.26, -0.28, 0.23)
C (0.11, -1.19, 0.36)
C (-0.11, 0.30, 0.63)
C (-0.77, 0.92, -0.60)
N (1.25, 0.81, 0.76)
N (1.50, -1.30, -0.02)
I (4.24, 0.05, 0.08)
H (-0.23, -1.89, 1.31)
H (-0.49, -1.48, -0.43)
H (-0.65, 0.58, 1.57)
H (-0.23, 0.54, -1.58)
H (-0.86, 2.05, -0.70)
H (-1.76, 0.63, -0.59)
H (1.71, 1.78, 0.88)
H (1.76, -2.14, -0.56)

Atomic partial charges in e from the Mulliken method, atoms 1 to 8: number 1, C, carries -0.01; number 2, C, carries -0.73; number 3, C, carries 0.31; number 4, C, carries -1.29; number 5, N, carries -0.23; number 6, N, carries -0.05; number 7, I, carries 0.41; number 8, H, carries 0.29

Here is a cluster of 2 separate species, CH2N2O3 in total at a distorted geometry from the Open Molecules 2025 dataset. Energies are from wB97M-V/def2-TZVPD.

For the HOMO-LUMO gap, the calculation gives 10.94 eV. The value obtained for the molecular weight is 90.038 g/mol. The value obtained for the maximum force is 1.63 eV Å⁻¹. Its charge is 0. Its structure (SMILES) is C#[N+][O-].O=NO. Its energy relative to the best compared isomer or geometry (same formula, charge and spin) is 3.9938 eV.

Cartesian coordinates (Å):
C (-2.30, -0.34, 0.01)
N (-1.82, 0.72, 0.08)
N (2.78, 0.00, -0.32)
O (-1.22, 1.71, 0.26)
O (1.48, 0.04, -0.59)
O (3.10, -0.59, 0.66)
H (-2.93, -1.14, -0.19)
H (0.92, -0.40, 0.09)

The net atomic charges from Mulliken, expressed in e, are: number 1, C, carries -0.23; number 2, N, carries 0.43; number 3, N, carries 0.39; number 4, O, carries -0.57; number 5, O, carries -0.31; number 6, O, carries -0.40; number 7, H, carries 0.38; number 8, H, carries 0.31

Here is a cluster of 3 separate species, C17H17F16N3O4S in total from the Open Molecules 2025 dataset. Energies are from wB97M-V/def2-TZVPD.

For the HOMO-LUMO gap, the calculation gives 7.30 eV. The value obtained for the molecular weight is 663.375 g/mol. The value obtained for the maximum force is 0.89 eV Å⁻¹. Its charge is 0.

Cartesian coordinates (Å):
N (-3.62, -5.92, -7.00)
C (-2.32, -5.44, -6.50)
C (-1.86, -4.24, -7.34)
C (-2.27, -2.91, -6.80)
C (-3.02, -2.00, -7.56)
C (-3.37, -0.78, -7.02)
C (-4.18, 0.28, -7.77)
O (-3.55, 1.33, -7.95)
O (-5.35, -0.09, -7.96)
C (-2.95, -0.55, -5.71)
N (-2.26, -1.47, -5.06)
S (-1.71, -1.15, -3.45)
N (-1.89, -2.65, -5.57)
H (-3.97, -6.64, -6.38)
H (-4.30, -5.16, -6.94)
H (-1.60, -6.25, -6.57)
H (-2.37, -5.14, -5.45)
H (-2.25, -4.36, -8.35)
H (-0.77, -4.25, -7.43)
H (-3.34, -2.26, -8.56)
H (-3.17, 0.37, -5.19)
H (-2.34, -2.20, -2.92)
C (0.51, 1.85, 2.36)
C (-0.85, 2.37, 2.85)
C (-1.71, 1.42, 3.68)
F (-2.07, 0.34, 2.96)
F (-2.84, 2.08, 4.05)
F (-1.56, 2.86, 1.82)
F (-0.56, 3.41, 3.69)
O (0.58, 1.40, 1.02)
C (0.34, 0.11, 0.66)
C (-0.82, 0.01, -0.35)
F (-1.96, 0.48, 0.18)
F (-1.00, -1.30, -0.66)
F (0.13, -0.70, 1.72)
F (1.43, -0.35, 0.01)
H (1.16, 2.72, 2.38)
H (0.94, 1.13, 3.05)
H (-1.18, 1.10, 4.58)
H (-0.57, 0.58, -1.25)
C (5.33, 1.84, 5.91)
C (4.52, 1.89, 4.61)
C (4.02, 3.26, 4.12)
F (3.16, 3.80, 5.01)
F (3.35, 3.06, 2.96)
F (3.48, 1.03, 4.67)
F (5.35, 1.46, 3.62)
O (4.65, 1.45, 7.08)
C (4.05, 2.36, 7.92)
C (2.56, 2.06, 8.10)
F (1.92, 2.13, 6.91)
F (2.03, 2.98, 8.92)
F (4.25, 3.63, 7.53)
F (4.61, 2.21, 9.14)
H (6.05, 1.04, 5.74)
H (5.91, 2.76, 6.05)
H (4.85, 3.94, 3.95)
H (2.42, 1.06, 8.52)

Atomic partial charges in e from the Mulliken method, atoms 1 to 8: number 1, N, carries -0.64; number 2, C, carries -0.42; number 3, C, carries -0.84; number 4, C, carries 0.28; number 5, C, carries -0.08; number 6, C, carries -0.01; number 7, C, carries 0.25; number 8, O, carries -0.65

Here is a structure of composition C29H19BCoF3N4O7S4 at a distorted geometry from the Open Molecules 2025 dataset. Energies are from wB97M-V/def2-TZVPD.

For the HOMO-LUMO gap, the calculation gives 6.82 eV. The value obtained for the molecular weight is 790.499 g/mol. The value obtained for the maximum force is 1.29 eV Å⁻¹. Its charge is -2. Its energy relative to the best compared isomer or geometry (same formula, charge and spin) is 0.0000 eV.

Cartesian coordinates (Å):
Co (-0.64, 0.02, -0.28)
O (0.69, 0.02, -1.60)
C (1.80, -0.63, -1.48)
C (2.48, -1.07, -2.65)
C (3.70, -1.71, -2.56)
C (4.30, -1.96, -1.33)
C (3.66, -1.53, -0.18)
C (2.44, -0.87, -0.23)
C (1.83, -0.43, 1.01)
N (0.68, 0.13, 1.08)
N (0.17, 0.39, 2.35)
C (-1.13, 0.49, 2.26)
O (-1.81, 0.34, 1.18)
C (-1.90, 0.77, 3.50)
C (-1.30, 0.71, 4.76)
C (-2.05, 0.96, 5.90)
C (-3.40, 1.30, 5.79)
C (-3.99, 1.36, 4.53)
C (-3.25, 1.09, 3.39)
H (2.01, -0.88, -3.60)
H (4.19, -2.02, -3.47)
H (5.25, -2.48, -1.27)
H (4.11, -1.70, 0.79)
H (2.33, -0.64, 1.95)
H (-0.26, 0.44, 4.82)
H (-1.59, 0.91, 6.87)
H (-3.98, 1.51, 6.68)
H (-5.04, 1.63, 4.45)
H (-3.69, 1.14, 2.41)
F (-4.61, -0.44, -2.98)
C (-4.55, -0.76, -1.68)
F (-5.57, -1.63, -1.45)
F (-4.83, 0.34, -0.97)
S (-2.95, -1.57, -1.15)
O (-0.61, -1.80, 0.15)
O (-2.83, -2.60, -2.19)
O (-2.09, -0.33, -1.49)
O (0.19, -2.96, 2.12)
B (-0.84, -2.38, 1.29)
O (-2.09, -2.59, 1.95)
C (-1.81, -3.23, 3.11)
C (-2.68, -3.64, 4.10)
C (-2.13, -4.29, 5.21)
C (-0.76, -4.52, 5.30)
C (0.11, -4.11, 4.29)
C (-0.43, -3.45, 3.21)
H (-3.74, -3.45, 4.00)
H (-2.78, -4.64, 6.00)
H (-0.37, -5.03, 6.17)
H (1.18, -4.29, 4.36)
S (0.93, 5.25, -4.97)
C (-0.01, 4.51, -3.78)
S (0.64, 3.87, -2.32)
C (-0.93, 3.27, -1.83)
N (-1.85, 3.54, -2.70)
N (-1.33, 4.25, -3.77)
C (-2.27, 4.51, -4.81)
C (-3.29, 3.58, -5.02)
C (-4.20, 3.79, -6.04)
C (-4.12, 4.92, -6.84)
C (-3.13, 5.86, -6.59)
C (-2.20, 5.66, -5.58)
S (-1.16, 2.48, -0.32)
H (-3.34, 2.71, -4.39)
H (-4.98, 3.06, -6.21)
H (-4.83, 5.07, -7.65)
H (-3.07, 6.76, -7.20)
H (-1.44, 6.39, -5.39)

Atomic partial charges in e from the Mulliken method, atoms 1 to 8: number 1, Co, carries 0.41; number 2, O, carries -0.72; number 3, C, carries 0.44; number 4, C, carries -0.90; number 5, C, carries -0.36; number 6, C, carries -0.68; number 7, C, carries -0.67; number 8, C, carries 0.91